{
  "formula": "C64H141B2ClF8N7O3",
  "method": "the ωB97M-V functional and the def2-TZVPD basis",
  "total_energy_ev": -120827.8165,
  "homo_ha": -0.4186,
  "de_lowest_kj_mol": 125.5,
  "orbital_gap_ev": 5.395,
  "lumo_energy_ev": -6.0,
  "total_charge": 3,
  "largest_force_ev_per_a": 8.08,
  "symbols": ["Cl", "F", "F", "F", "F", "F", "F", "F", "F", "O", "O", "O", "N", "N", "N", "N", "N", "N", "N", "C", "C", "C", "C", "C", "C", "C", "C", "C", "C", "C", "C", "C", "C", "C", "C", "C", "C", "C", "C", "C", "C", "C", "C", "C", "C", "C", "C", "C", "C", "C", "C", "C", "C", "C", "C", "C", "C", "C", "C", "C", "C", "C", "C", "C", "C", "C", "C", "C", "C", "C", "C", "C", "C", "C", "C", "C", "C", "C", "C", "C", "C", "C", "C", "B", "B", "H", "H", "H", "H", "H", "H", "H", "H", "H", "H", "H", "H", "H", "H", "H", "H", "H", "H", "H", "H", "H", "H", "H", "H", "H", "H", "H", "H", "H", "H", "H", "H", "H", "H", "H", "H", "H", "H", "H", "H", "H", "H", "H", "H", "H", "H", "H", "H", "H", "H", "H", "H", "H", "H", "H", "H", "H", "H", "H", "H", "H", "H", "H", "H", "H", "H", "H", "H", "H", "H", "H", "H", "H", "H", "H", "H", "H", "H", "H", "H", "H", "H", "H", "H", "H", "H", "H", "H", "H", "H", "H", "H", "H", "H", "H", "H", "H", "H", "H", "H", "H", "H", "H", "H", "H", "H", "H", "H", "H", "H", "H", "H", "H", "H", "H", "H", "H", "H", "H", "H", "H", "H", "H", "H", "H", "H", "H", "H", "H", "H", "H", "H", "H", "H", "H", "H", "H", "H", "H", "H", "H"],
  "positions_angstrom": [[6.1512, 1.4887, 0.9670], [1.8092, -0.0225, 0.2290], [2.3816, 1.7427, -5.4245], [4.1121, 3.1534, -4.9497], [-0.0323, -1.1432, -0.4237], [3.5233, 2.8091, -7.0536], [4.4641, 1.1155, -5.9039], [0.5671, 0.8165, -1.3530], [-0.2570, 0.8089, 0.5777], [0.2852, 1.4345, 4.8499], [-0.0593, 2.8242, 3.2603], [1.2560, 3.4194, 5.0184], [2.8450, 4.4409, 1.3842], [-3.6214, 2.1528, -0.5698], [3.4682, -1.1926, -3.0560], [1.4703, -7.1000, -1.0374], [3.2029, -1.3511, 3.5044], [-3.9198, 7.8010, 2.1999], [-5.0978, -4.5059, -2.6991], [2.1133, -8.1601, -3.3195], [0.9689, -0.9752, -3.9421], [2.4191, 3.8510, -1.0619], [2.8825, -2.2840, -2.0066], [-3.4816, 2.2963, 1.9546], [0.0002, -1.2008, -5.0967], [0.5294, 2.5956, 4.3998], [3.2489, 0.0953, 2.9731], [-3.5146, 0.7717, 2.0748], [-4.9998, 8.2078, 1.1422], [1.3924, -3.2020, 3.5231], [4.7856, -1.6940, -3.6707], [-0.7791, -6.1405, 2.0464], [-6.6031, -6.4993, -3.4150], [2.6004, 6.8133, 2.2612], [-5.0914, 2.7408, -0.6997], [-5.4787, -3.7025, -3.9491], [-3.5498, 0.6070, -0.5194], [0.4400, -5.9644, 1.0409], [2.5082, -8.0586, -0.3039], [2.3997, 5.2786, 2.6157], [5.2199, -2.9939, -1.4137], [1.9021, -1.8929, 2.8561], [-7.6962, -7.4190, -2.7687], [-3.0277, 2.8332, 0.6511], [2.4846, -1.2490, -4.2707], [-3.7168, -2.7669, -1.5132], [-4.4092, 6.5582, 3.0098], [-2.6425, 7.3967, 1.3865], [4.3585, -2.3142, 2.9532], [-6.1036, -5.5632, -2.2544], [-3.2760, 6.0713, 3.9456], [-4.9821, -3.6005, -1.4044], [5.7697, -1.8522, 3.3075], [4.0740, 7.1727, 1.9893], [-5.0569, 10.7965, 4.6403], [3.9542, -2.4551, -0.8832], [-2.3862, -3.4890, -1.7692], [3.5644, 0.2690, -2.4856], [2.2265, -5.7655, -1.3515], [1.3921, -3.2074, 5.0727], [5.8691, -2.0722, -2.5492], [4.3456, 4.7200, 1.1062], [3.6696, -8.6035, -1.2008], [-4.1720, 0.0632, 0.8601], [-1.9525, 5.7099, 3.2037], [6.8291, -2.7797, 2.5765], [2.7607, 2.9488, 1.8655], [-3.7450, -5.2927, -2.9781], [-3.7081, 9.0167, 3.2472], [-4.8883, 9.2575, 4.2297], [-2.7445, 2.7348, -1.7663], [0.2156, -6.7897, -0.1941], [3.0327, -9.0713, -2.5782], [1.3815, 3.9153, -2.2592], [0.9767, -7.6803, -2.3972], [4.6993, 6.2354, 0.9067], [-2.5885, -4.3134, -3.0188], [-1.5102, 6.8237, 2.2537], [-3.3047, 2.2814, -3.1595], [2.7811, -2.7143, 5.6016], [2.0509, 4.7303, 0.1035], [-2.3640, 2.8856, -4.2777], [3.1745, -1.3637, 5.0419], [0.5195, 0.1237, -0.2514], [3.5893, 2.1645, -5.7985], [0.3605, -3.2933, 3.1839], [5.8889, -3.0464, -0.5548], [-2.4765, 0.4751, 2.2246], [1.0148, 4.5241, 0.3717], [-3.4667, 9.8803, 2.6275], [-3.9934, -0.9972, 1.0384], [2.2514, 7.3677, 3.1323], [-6.9717, -5.8911, -4.2410], [2.8500, -2.6484, 6.6874], [-4.9431, -4.1542, -0.4663], [-2.8901, 2.7543, -5.2233], [-0.7624, 6.4169, 1.5729], [3.9328, -9.2558, -3.1645], [-5.8282, 10.8720, 5.4068], [-4.5713, -3.2599, -4.3601], [4.0433, -1.4469, -0.4786], [2.5522, -3.2079, -2.4815], [2.8158, -7.5880, 0.6299], [0.9288, 0.0801, -3.6725], [-7.2290, -8.2340, -2.2159], [0.5344, 3.2613, -2.0520], [-3.4985, -6.0033, -2.1892], [2.8087, 2.9135, 2.9538], [3.5369, -3.4690, 5.3842], [1.9758, -1.8328, -1.6036], [4.4460, -7.8451, -1.3007], [3.5539, 2.3621, 1.4021], [2.6258, -2.2600, -4.6529], [-5.3431, 6.7871, 3.5230], [-0.9668, -0.9245, -4.6764], [1.3821, 4.9457, 2.8203], [-5.6048, 2.2380, -1.5193], [3.0025, 4.9267, 3.4529], [-4.3154, 2.6476, -3.3397], [4.2382, 0.3301, -1.6310], [-0.2595, 1.8963, 3.4038], [-3.1109, 6.6741, 4.8386], [1.9803, 7.1734, 1.4403], [2.2906, 0.6135, 3.0080], [0.4390, -4.9580, 0.6223], [-0.1863, -7.7783, 0.0280], [6.7138, -2.6763, -2.8803], [1.2497, -4.2081, 5.4808], [-5.2905, 7.3976, 0.4735], [4.3188, 6.5896, -0.0513], [3.6006, -0.0289, 1.9489], [-0.4883, -6.3960, -0.9275], [-1.1728, 5.5298, 3.9438], [2.1019, 5.7843, -0.1696], [2.0151, -8.9491, 0.0859], [-8.1546, -6.7554, -2.0355], [1.7866, 2.5499, 1.5824], [-3.9856, 0.5017, 3.0200], [2.5257, 0.4014, -2.1831], [2.4728, -0.5848, 5.3403], [-5.2553, 0.1586, 0.7862], [4.1681, -1.1346, 5.4271], [5.9975, -1.8776, 4.3732], [-1.6651, -4.8738, -3.1657], [1.9704, -1.9422, 1.7694], [-1.6525, -2.7269, -2.0320], [0.4644, -1.5471, -3.1632], [-1.4871, 2.2407, -4.3338], [1.0871, 4.9464, -2.4547], [-3.8711, -5.7725, -3.9486], [-3.2489, 1.1963, -3.2468], [-5.7864, -7.1047, -3.8081], [-5.8428, 9.0193, 3.7604], [-3.0045, 6.6633, 0.6660], [-4.7335, 8.6173, 5.0981], [-4.5758, 5.8227, 2.2228], [-2.9724, 3.9217, 0.6344], [4.1156, 8.2223, 1.6981], [-2.4846, 0.4149, -0.6481], [-1.7037, 2.4187, -1.6961], [-6.9415, -4.9014, -2.0353], [5.7516, 6.5197, 0.9038], [-0.1014, -2.2452, -5.3917], [-3.8048, -2.2083, -2.4450], [4.6104, 4.1345, 0.2257], [6.3971, -1.1949, -2.1756], [5.0645, -4.0155, -1.7604], [1.6791, -8.6133, -4.2107], [2.7780, -7.3893, -3.7095], [0.2097, -0.6861, -6.0344], [-4.7227, 9.1112, 0.5989], [0.3881, -6.9422, -2.9420], [2.8552, -0.6120, -5.0738], [-5.8066, -2.8909, -1.3353], [3.9025, 0.8634, -3.3345], [-3.6526, -2.0499, -0.6947], [2.6074, 2.7837, -0.9457], [4.9155, 4.3021, 1.9361], [1.5611, -4.9867, -1.7239], [1.1664, -1.1243, 3.0931], [-2.8105, 3.8160, -1.6449], [4.2138, -9.3686, -0.6470], [0.5221, -2.6257, 5.3775], [-5.5212, 2.6034, 0.2925], [-5.7058, -4.3974, -4.7576], [-5.0019, 3.8177, -0.8422], [6.7969, -3.7802, 3.0078], [-0.5162, -5.6552, 2.9863], [4.3407, -2.4748, 1.8753], [3.4432, -3.1623, -0.2299], [4.5666, 6.9337, 2.9318], [4.0116, 0.6412, 3.5285], [0.3156, -8.5408, -2.2946], [-2.7657, 2.6218, 2.7093], [-2.2132, 8.2003, 0.7881], [-2.0213, 4.7689, 2.6579], [-1.1331, 7.6671, 2.8322], [-5.8902, 8.4906, 1.7038], [-6.3435, -3.0845, -3.7077], [-4.4007, 2.7568, 2.3169], [2.6602, -5.4240, -0.4116], [-8.4414, -7.7615, -3.4867], [-5.8043, -5.9810, -1.2932], [-3.6270, 5.1211, 4.3484], [3.2769, 4.3453, -1.5178], [-1.9638, 2.6079, 0.5774], [2.3518, -9.9208, -2.5246], [-2.0976, 3.9395, -4.1967], [-2.6551, -3.7893, -3.9722], [5.1815, -0.9776, -4.3905], [7.8341, -2.3627, 2.6414], [-4.1939, 11.2688, 5.1097], [-2.8483, 8.7064, 3.8410], [6.6408, -2.8178, 1.5035], [1.4387, -6.1428, 1.4393], [5.9115, -0.8236, 2.9758], [4.5467, -2.5658, -4.2799], [1.9212, -4.0165, 3.0280], [4.0785, -3.2964, 3.3341], [1.9120, 3.5711, -3.1470], [-2.0951, -4.0859, -0.9049], [-1.1044, -7.1750, 2.1567], [3.0542, -5.9685, -2.0311], [-1.6597, -5.5792, 1.7340], [-5.2076, 11.4073, 3.7502], [-4.0082, 0.2466, -1.4403]]
}